Entry 1:
The following is a quantum chemistry calculation of a structure of composition C37H34IrN4O4P2 in a non-equilibrium geometry, from the Open Molecules 2025 dataset.

```
! wB97M-V def2-TZVPD RIJCOSX def2/J DEFGRID3
* xyz 3 5
Ir 0.54 -1.24 0.30
O 3.39 0.20 -3.10
C 2.63 -0.29 -2.12
O 1.51 -0.70 -2.22
C 3.40 -0.26 -0.79
C 4.78 0.07 -0.74
C 5.43 -0.04 0.48
C 4.71 -0.43 1.60
C 3.36 -0.65 1.50
N 2.73 -0.61 0.31
C 2.46 -0.95 2.70
O 2.95 -0.88 3.90
O 1.27 -1.16 2.55
H 2.86 0.10 -3.90
H 5.28 0.35 -1.65
H 6.50 0.12 0.60
H 5.22 -0.52 2.55
H 3.87 -0.64 3.97
C -1.06 2.04 -2.65
N -0.74 1.58 -1.20
P -1.22 -0.02 -0.69
C -2.61 0.06 0.47
C -3.79 0.72 0.12
C -4.97 0.47 0.83
C -4.91 -0.30 1.99
C -3.70 -0.88 2.36
C -2.56 -0.70 1.62
C -1.83 -0.94 -2.13
C -1.65 -2.31 -1.95
C -2.06 -3.20 -2.92
C -2.59 -2.73 -4.13
C -2.94 -1.39 -4.23
C -2.59 -0.52 -3.21
P 0.30 2.63 -0.44
C -0.03 4.32 -0.80
C -1.38 4.70 -0.73
C -1.73 6.04 -0.83
C -0.72 6.93 -1.08
C 0.60 6.57 -1.19
C 0.98 5.23 -1.07
C 0.44 2.17 1.25
C -0.80 2.06 1.92
C -0.81 1.99 3.28
C 0.37 2.07 3.99
C 1.60 2.26 3.34
C 1.64 2.29 1.96
H -2.13 2.26 -2.77
H -0.78 1.32 -3.41
H -0.47 2.93 -2.81
H -3.81 1.32 -0.74
H -5.90 0.92 0.54
H -5.84 -0.52 2.55
H -3.62 -1.55 3.21
H -1.66 -1.22 1.94
H -1.25 -2.70 -1.03
H -1.94 -4.24 -2.71
H -2.85 -3.38 -4.92
H -3.51 -1.04 -5.07
H -2.90 0.48 -3.35
H -2.16 3.96 -0.57
H -2.76 6.33 -0.74
H -1.02 7.96 -1.19
H 1.30 7.35 -1.31
H 2.02 4.91 -1.22
H -1.71 2.13 1.36
H -1.72 1.94 3.84
H 0.36 2.05 5.06
H 2.48 2.46 3.92
H 2.56 2.44 1.41
N 1.38 -7.33 0.93
C 1.17 -6.05 0.76
C 1.31 -5.46 -0.52
C 1.13 -4.13 -0.67
N 0.73 -3.34 0.31
C 0.49 -3.92 1.52
C 0.68 -5.22 1.81
H 1.69 -7.90 0.17
H 1.22 -7.71 1.84
H 1.64 -6.13 -1.31
H 1.13 -3.70 -1.69
H 0.17 -3.24 2.28
H 0.42 -5.63 2.76
*
```

ΔE to the lowest compared entry with this formula, charge and spin, eV: 0.0000
Calculated total energy, hartree: -2736.447521
Highest occupied orbital energy (spin up / spin down), eV: -15.849 / -16.100

Atomic partial charges in e from the Mulliken method, atoms 1 to 5: 2.185, -0.447, -0.023, -0.448, 0.735



Entry 2:
The following is a quantum chemistry calculation of the ion C24H28N3 with charge +1 in a non-equilibrium geometry, from the Open Molecules 2025 dataset.

```
! wB97M-V def2-TZVPD RIJCOSX def2/J DEFGRID3
* xyz 1 1
C -5.57 1.15 -0.36
C -4.13 0.68 -0.49
C -3.77 -0.67 -0.48
C -2.43 -1.12 -0.47
C -1.37 -0.17 -0.42
C 0.21 -0.41 -0.55
C 0.50 -1.66 0.42
C 1.31 -2.68 -0.06
C 2.23 -2.80 -1.21
N 1.22 -3.77 0.77
C 0.22 -3.59 1.70
C -0.03 -4.38 2.81
C -1.09 -4.01 3.64
C -1.82 -2.85 3.33
C -1.46 -1.98 2.27
C -0.34 -2.27 1.47
N 1.06 0.86 -0.26
C 1.59 0.97 1.14
C 2.00 2.38 1.46
C 2.94 2.99 0.49
N 2.44 2.74 -0.81
C 1.62 1.76 -1.15
C 1.34 1.85 -2.68
C 2.33 2.96 -3.11
C 3.00 3.53 -1.89
C -1.72 1.13 -0.67
C -3.06 1.56 -0.67
H -5.61 2.23 -0.53
H -6.23 0.67 -1.10
H -6.01 0.96 0.63
H -4.62 -1.36 -0.41
H -2.35 -2.21 -0.55
H 0.38 -0.72 -1.63
H 1.91 -2.17 -2.06
H 3.19 -2.45 -0.82
H 2.38 -3.83 -1.60
H 1.89 -4.53 0.78
H 0.61 -5.24 3.03
H -1.34 -4.61 4.52
H -2.67 -2.61 3.96
H -2.02 -1.04 2.08
H 2.46 0.29 1.15
H 0.79 0.58 1.78
H 1.12 3.02 1.54
H 2.52 2.26 2.40
H 2.97 4.07 0.62
H 3.99 2.67 0.56
H 1.57 0.86 -3.15
H 0.27 2.16 -2.84
H 3.11 2.53 -3.75
H 1.83 3.79 -3.62
H 4.08 3.39 -1.87
H 2.76 4.58 -1.73
H -0.94 1.87 -0.88
H -3.26 2.64 -0.72
*
```

ΔE to the lowest compared entry with this formula, charge and spin, eV: 0.4843
Calculated total energy, hartree: -1095.371648
Highest occupied orbital energy, eV: -10.408

Atomic partial charges in e from the Mulliken method, atoms 1 to 5: -1.408, 0.531, -0.600, -0.387, 0.828



Entry 3:
The following is a quantum chemistry calculation of an isolated molecule of C2H6O in a non-equilibrium geometry, from the Open Molecules 2025 dataset.

```
! wB97M-V def2-TZVPD RIJCOSX def2/J DEFGRID3
* xyz 0 1
C -0.99 0.02 -0.02
C 0.49 0.25 0.14
O 1.20 -0.94 0.46
H -1.49 -0.18 0.93
H -1.40 0.93 -0.47
H -1.16 -0.82 -0.70
H 0.75 1.04 0.85
H 0.90 0.55 -0.85
H 1.69 -0.85 -0.35
*
```

ΔE to the lowest compared entry with this formula, charge and spin, eV: 0.4639
Calculated total energy, hartree: -155.008767
Highest occupied orbital energy, eV: -10.420

Atomic partial charges in e from the Mulliken method, atoms 1 to 5: -0.933, -0.340, -0.470, 0.279, 0.309



Entry 4:
The following is a quantum chemistry calculation of a structure of composition C4H5NO, from the Open Molecules 2025 dataset.

```
! wB97M-V def2-TZVPD RIJCOSX def2/J DEFGRID3
* xyz 0 1
C -1.10 -0.58 -0.42
C -0.53 0.51 0.29
O 0.44 0.32 1.24
C 1.51 0.50 0.31
C 1.54 -0.48 -0.66
N 1.22 -1.34 -1.38
H -1.66 0.16 0.71
H -1.72 -0.38 -1.29
H -1.05 -1.60 -0.04
H -0.67 1.51 -0.12
H 2.06 1.42 0.35
*
```

ΔE to the lowest compared entry with this formula, charge and spin, eV: 5.7896
Calculated total energy, hartree: -285.201822
Highest occupied orbital energy (spin up / spin down), eV: -7.521 / -7.521

Atomic partial charges in e from the Mulliken method, atoms 1 to 5: -0.760, 0.036, -0.308, -0.783, 0.732



Entry 5:
The following is a quantum chemistry calculation of a structure of composition C30H52P2Pm in a non-equilibrium geometry, from the Open Molecules 2025 dataset.

```
! wB97M-V def2-TZVPD RIJCOSX def2/J DEFGRID3
* xyz 1 5
Pm -0.83 1.13 -0.25
C 0.49 1.40 2.10
C 1.39 1.91 1.11
C -0.39 3.38 1.29
C -0.62 2.29 2.18
C 0.89 3.18 0.68
C 0.74 0.27 3.03
H 1.59 -0.33 2.72
H -0.13 -0.38 3.06
H 0.91 0.66 4.05
C -1.76 2.19 3.12
H -1.42 1.72 4.05
H -2.58 1.56 2.75
H -2.17 3.17 3.35
C -1.23 4.59 1.15
H -1.93 4.69 1.98
H -1.82 4.61 0.22
H -0.60 5.49 1.14
C 1.68 4.24 -0.01
H 2.62 4.45 0.55
H 1.11 5.17 -0.10
H 1.97 3.92 -1.02
C 2.75 1.37 0.80
H 3.56 2.03 1.15
H 2.89 1.23 -0.28
H 2.92 0.40 1.28
C 1.18 -3.50 0.69
C 2.38 -3.61 1.26
C 3.73 -3.38 0.68
C 3.97 -3.89 -0.77
C 3.74 -2.85 -1.82
C 2.88 -1.84 -1.82
C 1.78 -1.52 -0.86
C 0.84 -2.72 -0.53
H 4.45 -3.91 1.31
H 3.38 -4.80 -0.94
H 4.03 -2.32 0.72
H 0.81 -3.37 -1.41
H 0.32 -4.05 1.12
H 2.43 -3.98 2.30
H -0.18 -2.31 -0.39
H 2.09 -1.01 0.06
H 2.92 -1.14 -2.67
H 1.15 -0.77 -1.39
H 5.02 -4.20 -0.86
H 4.43 -2.93 -2.67
P -0.71 -0.22 -2.80
P -0.84 2.71 -2.45
C -1.35 0.72 -4.30
C -1.76 2.13 -3.96
H -2.20 0.13 -4.68
H -0.56 0.73 -5.06
H -1.52 2.84 -4.77
H -2.84 2.19 -3.75
C -1.30 4.47 -2.60
H -0.65 5.08 -1.96
H -2.34 4.58 -2.27
H -1.21 4.76 -3.65
C 0.88 2.73 -3.16
H 0.83 2.87 -4.25
H 1.45 1.81 -2.95
H 1.44 3.56 -2.72
C -2.15 -1.32 -2.45
H -2.39 -1.37 -1.38
H -1.90 -2.32 -2.82
H -3.01 -0.92 -3.01
C 0.27 -1.34 -3.92
H -0.18 -1.29 -4.92
H 0.23 -2.38 -3.59
H 1.31 -1.04 -4.01
C -1.77 -3.45 3.24
C -2.64 -2.19 3.15
C -4.06 -2.59 2.76
C -2.68 -1.52 4.52
C -2.09 -1.35 2.08
C -1.67 -0.73 1.09
H -2.20 -4.15 3.96
H -0.75 -3.20 3.57
H -1.71 -3.95 2.26
H -4.43 -3.33 3.48
H -4.72 -1.72 2.79
H -4.08 -3.03 1.77
H -1.68 -1.23 4.87
H -3.33 -0.65 4.53
H -3.08 -2.23 5.25
*
```

ΔE to the lowest compared entry with this formula, charge and spin, eV: 0.0000
Calculated total energy, hartree: -2465.060784
Highest occupied orbital energy (spin up / spin down), eV: -10.443 / -10.483

Atomic partial charges in e from the Mulliken method, atoms 1 to 5: 0.622, 0.932, 0.333, 0.335, 0.216



Entry 6:
The following is a quantum chemistry calculation of an isolated molecule of C25H18ClNO2S in a non-equilibrium geometry, from the Open Molecules 2025 dataset.

```
! wB97M-V def2-TZVPD RIJCOSX def2/J DEFGRID3
* xyz 0 1
O 3.56 -1.17 0.02
C 3.08 -0.74 -1.02
C 3.46 -1.40 -2.30
C 3.98 -2.67 -2.43
C 4.13 -2.92 -3.83
C 3.71 -1.81 -4.49
N 3.29 -0.87 -3.60
C 2.70 0.37 -3.93
C 3.18 1.09 -5.05
C 2.53 2.25 -5.56
C 1.46 2.75 -4.82
C 1.04 2.12 -3.64
C 1.67 0.95 -3.20
O 1.17 0.36 -2.07
C 2.07 0.42 -0.95
C 1.18 0.30 0.26
C 0.18 -0.67 0.31
C -0.71 -0.72 1.41
C -0.59 0.23 2.45
C -1.63 0.24 3.54
S -3.01 1.31 3.08
C -4.20 0.36 3.91
C -4.91 -0.60 3.17
C -5.92 -1.38 3.76
C -6.24 -1.13 5.13
C -5.54 -0.17 5.85
C -4.51 0.55 5.26
Cl -3.85 1.89 6.16
C 0.44 1.20 2.37
C 1.36 1.22 1.31
H 4.13 -3.38 -1.62
H 4.51 -3.81 -4.30
H 3.61 -1.65 -5.56
H 4.02 0.72 -5.65
H 2.92 2.75 -6.42
H 0.90 3.63 -5.11
H 0.22 2.58 -3.05
H 2.55 1.39 -0.95
H 0.02 -1.40 -0.49
H -1.49 -1.45 1.48
H -2.00 -0.77 3.74
H -1.19 0.62 4.46
H -4.64 -0.71 2.11
H -6.43 -2.16 3.23
H -7.05 -1.61 5.63
H -5.77 -0.02 6.92
H 0.51 1.91 3.17
H 2.09 2.02 1.30
*
```

ΔE to the lowest compared entry with this formula, charge and spin, eV: 0.1483
Calculated total energy, hartree: -2027.062029
Highest occupied orbital energy, eV: -8.706

Atomic partial charges in e from the Mulliken method, atoms 1 to 5: -0.623, 0.359, 0.175, -0.553, -0.833



Entry 7:
The following is a quantum chemistry calculation of a cluster of 2 separate species, C6H5O3S2 in total in a non-equilibrium geometry, from the Open Molecules 2025 dataset.

```
! wB97M-V def2-TZVPD RIJCOSX def2/J DEFGRID3
* xyz -1 1
C -0.62 -1.79 -1.29
C -1.58 -0.81 -1.40
C 0.30 -1.50 -0.29
C -1.37 0.28 -0.53
C -2.83 2.26 0.28
C -2.21 1.39 -0.26
O 2.04 -0.58 1.74
O 4.14 0.61 1.54
O 2.43 0.94 -0.17
S 0.09 0.07 0.34
S 2.74 0.56 1.23
H -0.69 -2.81 -1.76
H -2.34 -0.94 -2.26
H 1.17 -2.09 -0.09
H 2.35 1.59 2.28
H -3.62 2.81 0.65
*
```

ΔE to the lowest compared entry with this formula, charge and spin, eV: 2.2150
Calculated total energy, hartree: -1253.673330
Highest occupied orbital energy, eV: -5.028

Atomic partial charges in e from the Mulliken method, atoms 1 to 5: -0.502, -0.443, -0.277, 0.429, -0.287



Entry 8:
The following is a quantum chemistry calculation of a structure of composition C39H47AuN3P2Si2 in a non-equilibrium geometry, from the Open Molecules 2025 dataset.

```
! wB97M-V def2-TZVPD RIJCOSX def2/J DEFGRID3
* xyz -1 3
Au 0.04 -0.61 -0.17
C 4.01 -1.82 1.19
Si 3.64 -0.67 -0.26
C 3.24 -1.69 -1.81
C 5.22 0.29 -0.72
N 2.30 0.26 0.23
P 1.66 1.70 -0.09
C 0.07 1.47 -0.68
P -1.54 1.73 -0.16
N -2.22 0.30 -0.01
Si -3.57 -0.71 0.22
C -3.60 -1.91 -1.24
C -3.33 -1.68 1.82
C -5.30 0.08 0.35
C -2.34 2.67 -1.52
C -1.57 3.33 -2.48
C -2.19 3.92 -3.58
C -3.56 3.86 -3.73
C -4.33 3.21 -2.77
C -3.72 2.62 -1.67
C -2.10 2.66 1.33
C -2.91 3.79 1.31
C -3.48 4.26 2.48
C -3.25 3.61 3.68
C -2.42 2.50 3.72
C -1.85 2.02 2.55
C 2.13 2.72 1.36
C 1.20 3.34 2.18
C 1.60 3.93 3.38
C 2.94 3.92 3.74
C 3.88 3.33 2.90
C 3.48 2.73 1.72
C 2.55 2.52 -1.46
C 3.30 3.70 -1.40
C 3.91 4.20 -2.54
C 3.79 3.55 -3.75
C 3.04 2.38 -3.83
C 2.43 1.87 -2.70
H 4.97 -2.34 1.06
H 3.23 -2.58 1.28
H 4.05 -1.26 2.12
H 3.96 -2.49 -1.97
H 3.24 -1.05 -2.70
H 2.24 -2.13 -1.71
H 5.90 -0.37 -1.28
H 5.77 0.65 0.16
H 4.99 1.14 -1.35
H -2.61 -2.37 -1.32
H -3.80 -1.37 -2.18
H -4.35 -2.69 -1.13
H -2.38 -2.22 1.77
H -4.12 -2.41 1.97
H -3.30 -1.02 2.69
H -5.69 0.38 -0.63
H -5.31 0.95 1.00
H -5.99 -0.66 0.77
H -0.49 3.34 -2.37
H -1.59 4.43 -4.32
H -4.04 4.30 -4.59
H -5.41 3.16 -2.88
H -4.31 2.11 -0.92
H -3.09 4.30 0.37
H -4.12 5.13 2.46
H -3.72 3.97 4.59
H -2.22 1.99 4.66
H -1.21 1.15 2.56
H 0.16 3.35 1.89
H 0.87 4.39 4.03
H 3.25 4.37 4.67
H 4.93 3.33 3.18
H 4.20 2.24 1.08
H 3.40 4.22 -0.46
H 4.49 5.12 -2.48
H 4.26 3.95 -4.64
H 2.93 1.86 -4.78
H 1.82 0.97 -2.74
C 0.63 -1.35 2.91
C 0.69 -2.81 2.61
C 1.07 -3.71 3.59
C 1.11 -5.08 3.35
C 0.74 -5.58 2.10
C 0.34 -4.73 1.09
C -0.06 -5.27 -0.25
C 0.32 -3.30 1.28
N -0.03 -2.54 0.27
H 0.78 -1.17 3.98
H -0.33 -0.93 2.61
H 1.40 -0.81 2.35
H 1.35 -3.33 4.56
H 1.42 -5.76 4.14
H 0.78 -6.64 1.92
H 0.05 -6.36 -0.28
H 0.55 -4.83 -1.03
H -1.10 -5.01 -0.47
*
```

ΔE to the lowest compared entry with this formula, charge and spin, eV: 1.7000
Calculated total energy, hartree: -3076.073120
Highest occupied orbital energy (spin up / spin down), eV: -3.850 / -3.895

Atomic partial charges in e from the Mulliken method, atoms 1 to 5: 0.743, -1.065, 0.181, -0.950, -1.153



Entry 9:
The following is a quantum chemistry calculation of an isolated molecule of BrClFNO in a non-equilibrium geometry, from the Open Molecules 2025 dataset.

```
! wB97M-V def2-TZVPD RIJCOSX def2/J DEFGRID3
* xyz 0 1
N 1.15 -0.05 0.34
O -1.45 1.20 0.56
F 2.15 0.19 -0.73
Cl -1.96 0.05 -0.28
Br 0.12 -1.39 0.12
*
```

ΔE to the lowest compared entry with this formula, charge and spin, eV: 5.5136
Calculated total energy, hartree: -3263.743254
Highest occupied orbital energy (spin up / spin down), eV: -9.631 / -9.630

Population analysis type Mulliken, resulting atomic charges in e: -0.019, -0.386, -0.196, 0.213, 0.387



Entry 10:
The following is a quantum chemistry calculation of a cluster of 10 separate species, C12H44N10O10 in total in a non-equilibrium geometry, from the Open Molecules 2025 dataset.

```
! wB97M-V def2-TZVPD RIJCOSX def2/J DEFGRID3
* xyz 0 1
N 1.12 4.31 -1.94
C 1.05 3.11 -1.45
N 1.94 2.93 -0.56
O -0.01 2.22 -1.65
H 0.44 4.51 -2.71
H 1.97 4.86 -1.75
H 2.06 1.95 -0.14
H 2.61 3.67 -0.29
N 1.10 -0.83 -2.97
C 1.80 -1.92 -3.07
N 2.99 -1.81 -2.59
O 1.30 -3.12 -3.63
H 0.09 -0.87 -3.24
H 1.49 0.13 -3.01
H 3.79 -2.46 -2.76
H 3.44 -0.91 -2.22
N 1.11 -1.02 -0.28
C 0.16 -0.71 0.63
N -0.48 0.35 0.26
O 0.10 -1.22 1.90
H 1.47 -1.89 0.06
H 1.02 -0.94 -1.32
H -1.09 0.80 0.99
H -0.24 0.96 -0.54
N -2.67 -0.33 -0.98
C -3.72 0.46 -0.88
N -4.73 0.05 -1.54
O -3.72 1.62 -0.16
H -1.79 0.02 -0.49
H -2.69 -1.32 -1.25
H -5.60 0.51 -1.36
H -4.71 -0.87 -1.99
N 3.96 0.51 -1.77
C 4.12 0.54 -0.48
N 3.01 0.58 0.24
O 5.40 0.61 0.02
H 4.87 0.67 -2.25
H 3.16 0.98 -2.09
H 3.21 0.66 1.23
H 2.21 -0.09 -0.01
C -0.56 4.06 3.66
C 0.21 3.59 2.44
C 1.06 2.44 2.78
O -0.40 3.35 1.36
H -1.21 3.29 4.09
H -1.19 4.89 3.32
H 0.12 4.43 4.39
H 0.98 4.32 2.12
H 1.69 2.11 1.95
H 0.45 1.59 3.03
H 1.82 2.70 3.51
H 0.20 3.22 0.63
C 1.31 -4.03 -0.54
O 2.41 -3.32 -0.19
H 1.33 -4.36 -1.55
H 0.40 -3.45 -0.51
H 1.18 -4.91 0.14
H 2.80 -3.01 -1.04
C -2.70 -2.90 1.44
O -1.45 -3.43 1.04
H -3.51 -3.16 0.81
H -2.74 -1.82 1.58
H -2.90 -3.39 2.38
H -0.77 -2.92 1.47
C -1.91 -3.36 -2.14
O -3.16 -2.73 -2.19
H -1.89 -4.08 -1.33
H -1.06 -2.65 -2.03
H -1.76 -3.93 -3.04
H -3.82 -3.40 -2.19
C -2.35 0.47 3.72
O -2.17 0.88 2.39
H -1.95 1.11 4.50
H -2.00 -0.56 3.79
H -3.44 0.43 3.92
H -2.55 1.79 2.33
*
```

ΔE to the lowest compared entry with this formula, charge and spin, eV: 7.7326
Calculated total energy, hartree: -1783.426438
Highest occupied orbital energy, eV: -8.349

Atomic partial charges in e from the Mulliken method, atoms 1 to 5: -0.403, 0.604, -0.245, -0.755, 0.356



Entry 11:
The following is a quantum chemistry calculation of the ion C4H10N2O with charge +1 in a non-equilibrium geometry, from the Open Molecules 2025 dataset.

```
! wB97M-V def2-TZVPD RIJCOSX def2/J DEFGRID3
* xyz 1 2
C -0.37 1.43 -1.16
N 0.58 0.66 -0.55
C 1.15 -0.51 -1.30
C 0.59 0.45 0.89
C -0.34 -0.63 1.48
N -1.73 -0.74 0.84
O -0.31 2.05 -2.28
H -1.33 1.44 -0.45
H 1.25 -0.17 -2.36
H 2.18 -0.55 -0.83
H 0.78 -1.63 -1.25
H 0.65 1.56 1.37
H 1.56 0.04 1.05
H -0.50 -0.53 2.49
H -0.09 -1.77 1.20
H -1.70 -1.13 -0.15
H -2.36 0.04 1.00
*
```

ΔE to the lowest compared entry with this formula, charge and spin, eV: 3.4911
Calculated total energy, hartree: -342.740263
Highest occupied orbital energy (spin up / spin down), eV: -15.251 / -14.227

Atomic partial charges in e from the Mulliken method, atoms 1 to 5: 0.270, 0.181, -0.877, -0.503, -0.510